Record 1
ORCA calculation (ωB97M-V/def2-TZVPD) on an isolated molecule of C4H6N4 in a non-equilibrium geometry.

```
14
Properties=species:S:1:pos:R:3:mulliken_charge:R:1
H -2.907 0.945 0.364 0.25
N -2.645 -0.020 -0.145 -0.73
C -1.305 -0.072 -0.030 0.42
C -0.447 1.086 0.312 -0.29
C 0.822 1.380 -0.215 -0.17
N 1.975 0.533 -0.305 -0.47
C 1.705 -0.626 0.096 0.19
N 0.535 -1.225 0.404 -0.32
N -0.442 -1.071 -0.384 -0.27
H -0.971 2.101 0.568 0.17
H 1.304 2.495 -0.230 0.30
H 2.717 -1.253 0.153 0.20
H 0.722 -2.316 0.209 0.37
H -1.063 -1.957 -0.796 0.35
```

Lowest unoccupied orbital energy, eV: 0.2
Net charge: 0
SMILES: [H]/N=C1\C=CN=CNN1
Gap between HOMO and LUMO, eV: 9.079

=====

Record 2
ORCA calculation (ωB97M-V/def2-TZVPD) on a cluster of 2 separate species, C7H6F3N3O2 in total in a non-equilibrium geometry.

```
21
Properties=species:S:1:pos:R:3:mulliken_charge:R:1
C -1.481 -0.069 0.892 -0.41
C -0.295 0.076 1.635 -0.36
C -1.915 0.615 -0.170 0.55
C -0.281 2.367 -0.629 0.63
C 1.822 1.212 1.403 0.71
C 1.713 -0.494 -0.835 -0.16
C 1.445 -1.890 -0.365 0.40
N -1.331 1.807 -0.689 -0.39
N 0.681 0.892 1.309 -0.28
N -3.157 0.351 -0.751 -0.56
O 0.645 2.973 -0.907 -0.40
O 2.854 1.759 1.380 -0.48
F 2.898 -0.532 -1.504 -0.27
F 0.169 -2.083 -0.146 -0.17
F 2.025 -2.219 0.837 -0.27
H -1.984 -1.019 1.160 0.13
H 0.024 -0.776 2.232 0.42
H 0.956 -0.106 -1.468 0.19
H 1.887 -2.845 -1.028 0.20
H -3.508 -0.640 -0.639 0.27
H -3.166 0.621 -1.716 0.26
```

Lowest unoccupied orbital energy (alpha / beta), eV: -0.4 / -1.1
Net charge: 0
Gap between HOMO and LUMO (alpha / beta), eV: 8.907 / 5.768

=====

Record 3
ORCA calculation (ωB97M-V/def2-TZVPD) on an isolated molecule of C4H8N2 in a non-equilibrium geometry.

```
14
Properties=species:S:1:pos:R:3:mulliken_charge:R:1
C 1.376 1.205 0.054 -1.13
C 0.076 0.575 0.611 -0.53
C -0.342 -0.808 -0.032 0.27
N -1.657 -1.390 0.186 -0.58
C -0.159 -0.743 -1.501 0.21
N -0.061 -0.572 -2.642 -0.45
H 1.368 1.241 -1.040 0.36
H 2.293 0.680 0.361 0.29
H 1.486 2.239 0.407 0.34
H 0.204 0.424 1.697 0.26
H -0.765 1.252 0.466 0.28
H 0.436 -1.397 0.433 0.24
H -2.438 -0.784 -0.032 0.22
H -1.816 -1.923 1.031 0.23
```

Lowest unoccupied orbital energy, eV: 0.8
Net charge: 0
SMILES: CC[C@@H](N)C#N
Gap between HOMO and LUMO, eV: 10.688

=====

Record 4
ORCA calculation (ωB97M-V/def2-TZVPD) on a structure of composition H13HfO7 in a non-equilibrium geometry.

```
21
Properties=species:S:1:pos:R:3:mulliken_charge:R:1
Hf -0.142 -1.126 0.559 1.87
O 1.073 0.227 -0.039 -0.54
H 1.810 0.817 -0.200 0.40
O 0.285 2.952 1.028 -0.55
H 0.889 2.488 1.566 0.28
H -0.257 3.476 1.562 0.33
O -1.326 -0.852 -1.269 -0.41
H -1.768 -1.613 -1.711 0.39
H -1.821 -0.118 -1.632 0.33
O 1.510 -2.167 1.443 -0.49
H 1.337 -3.024 1.729 0.39
H 2.137 -1.825 2.097 0.39
O -0.292 1.894 -1.619 -0.59
H 0.465 1.699 -1.042 0.29
H -0.597 2.717 -1.193 0.36
O 0.597 -2.475 -1.056 -0.45
H 0.700 -2.152 -1.957 0.37
H 0.632 -3.424 -1.169 0.35
O -1.572 0.487 0.849 -0.40
H -2.340 0.577 1.360 0.34
H -1.317 1.442 0.694 0.34
```

Lowest unoccupied orbital energy, eV: -14.1
Net charge: +3
Gap between HOMO and LUMO, eV: 7.370

=====

Record 5
ORCA calculation (ωB97M-V/def2-TZVPD) on a cluster of 8 separate species, C42H42N6O14 in total in a non-equilibrium geometry.

```
104
Properties=species:S:1:pos:R:3:mulliken_charge:R:1
O 0.515 8.868 -4.291 -0.61
N 0.549 7.618 -4.329 1.01
O 0.942 6.979 -5.293 -0.59
C 0.143 6.990 -3.092 -0.24
C -0.326 7.813 -2.071 -0.40
C -0.583 7.262 -0.837 -0.62
C -0.245 5.950 -0.618 -0.68
C 0.187 5.125 -1.614 0.03
C 0.453 5.665 -2.872 -0.05
H -0.503 8.865 -2.241 0.50
H -0.910 7.860 0.000 0.46
H -0.349 5.564 0.385 0.41
H 0.360 4.079 -1.412 0.15
H 0.887 5.014 -3.617 0.50
O -3.157 -4.869 5.262 -0.62
N -3.045 -4.262 4.202 1.06
O -2.589 -3.157 4.149 -0.62
C -3.543 -4.896 2.957 -0.22
C -3.390 -4.228 1.745 0.09
C -3.773 -4.879 0.539 -0.86
C -4.258 -6.182 0.593 0.00
C -4.402 -6.868 1.854 -0.72
C -4.011 -6.192 2.970 -0.25
H -2.916 -3.257 1.753 0.52
H -3.709 -4.416 -0.435 0.38
H -4.483 -6.734 -0.307 0.38
H -4.792 -7.869 1.962 0.42
H -4.063 -6.730 3.905 0.43
O 3.163 -2.370 2.009 -0.52
N 3.399 -1.338 2.579 0.84
O 4.137 -0.420 2.149 -0.51
C 2.727 -1.057 3.861 0.11
C 3.346 -0.290 4.831 -0.14
C 2.893 -0.248 6.162 -0.86
C 1.620 -0.822 6.370 -0.23
C 0.907 -1.491 5.406 -0.83
C 1.462 -1.645 4.132 -0.10
H 4.291 0.211 4.681 0.44
H 3.467 0.150 6.985 0.40
H 1.106 -0.822 7.320 0.38
H -0.043 -1.975 5.581 0.47
H 0.932 -2.199 3.372 0.53
O -3.385 2.081 -2.626 -0.63
N -3.280 3.296 -2.764 1.09
O -3.153 4.081 -1.830 -0.56
C -3.066 3.789 -4.164 0.02
C -3.507 2.885 -5.206 -0.40
C -3.343 3.247 -6.587 -0.48
C -2.794 4.498 -6.869 -0.49
C -2.622 5.442 -5.860 -0.57
C -2.659 5.094 -4.533 -0.13
H -3.877 1.902 -4.956 0.43
H -3.577 2.535 -7.365 0.39
H -2.684 4.639 -7.934 0.36
H -2.343 6.453 -6.120 0.38
H -2.581 5.879 -3.795 0.58
O -0.958 -2.292 0.442 -0.47
N -1.099 -1.581 -0.534 1.09
O -2.080 -1.690 -1.289 -0.64
C -0.102 -0.519 -0.844 -0.60
C -0.458 0.471 -1.756 -0.23
C 0.462 1.499 -2.060 -0.63
C 1.646 1.561 -1.353 -0.39
C 1.926 0.637 -0.367 -0.26
C 1.097 -0.442 -0.172 0.13
H -1.405 0.361 -2.264 0.60
H 0.224 2.221 -2.827 0.49
H 2.405 2.302 -1.552 0.58
H 2.910 0.614 0.077 0.00
H 1.471 -1.249 0.441 0.38
O -2.264 -7.985 -0.157 -0.53
N -1.258 -8.463 0.343 0.94
O -1.077 -9.665 0.345 -0.61
C -0.160 -7.523 0.766 -0.50
C -0.320 -6.143 0.737 0.40
C 0.627 -5.184 1.007 -0.44
C 1.861 -5.665 1.444 -0.32
C 2.057 -7.055 1.650 -0.64
C 1.089 -8.002 1.223 -0.38
H -1.277 -5.776 0.397 0.47
H 0.493 -4.116 0.920 0.36
H 2.664 -5.004 1.734 0.45
H 3.017 -7.305 2.077 0.38
H 1.331 -9.030 1.449 0.42
C 5.789 0.428 -0.316 -0.94
C 5.890 1.098 -1.654 0.78
C 6.999 2.122 -1.781 -1.20
O 5.031 0.860 -2.503 -0.56
H 6.805 0.141 -0.045 0.47
H 5.157 -0.454 -0.419 0.29
H 5.224 1.035 0.392 0.23
H 6.773 2.802 -2.602 0.34
H 7.984 1.689 -1.959 0.32
H 6.931 2.736 -0.883 0.33
C -0.835 1.582 2.688 -0.82
C -1.509 2.752 2.088 0.59
C -2.084 2.551 0.693 0.05
O -1.709 3.754 2.774 -0.63
H -1.618 0.828 2.606 0.29
H -0.550 1.851 3.705 0.36
H 0.016 1.260 2.087 0.10
H -3.124 2.876 0.716 0.43
H -2.128 1.485 0.473 0.08
H -1.392 3.010 -0.014 -0.40
```

Lowest unoccupied orbital energy, eV: -1.0
Net charge: 0
SMILES: O=[N+]([O-])c1ccccc1.O=[N+]([O-])c1ccccc1.O=[N+]([O-])c1ccccc1.O=[N+]([O-])c1ccccc1.O=[N+]([O-])c1ccccc1.O=[N+]([O-])c1ccccc1.CC(C)=O.CC(C)=O
Gap between HOMO and LUMO, eV: 8.532

=====

Record 6
ORCA calculation (ωB97M-V/def2-TZVPD) on a structure of composition C22H19N7O2PtS3.

```
54
Properties=species:S:1:pos:R:3:mulliken_charge:R:1
Pt 0.121 0.011 0.644 0.79
N -2.417 2.633 2.801 -0.41
C -1.806 1.666 2.088 0.62
S -0.598 2.165 0.924 -0.48
N -2.234 0.433 2.297 -1.11
N -1.519 -0.477 1.588 0.61
C -1.648 -1.748 1.849 0.03
C -2.541 -2.281 2.898 0.16
C -3.519 -3.215 2.571 -0.18
C -4.337 -3.741 3.561 -0.70
C -4.168 -3.342 4.878 -0.39
C -3.188 -2.413 5.204 -0.80
C -2.377 -1.874 4.220 -0.24
C -0.738 -2.630 1.093 0.36
C -0.669 -4.008 1.252 -0.44
C 0.195 -4.730 0.449 -0.57
C 0.966 -4.078 -0.502 -0.75
C 0.894 -2.700 -0.575 -0.07
N 0.083 -1.997 0.211 -0.20
H -2.021 3.556 2.795 0.22
H -2.974 2.354 3.591 0.25
H -3.652 -3.517 1.539 0.53
H -5.106 -4.456 3.301 0.38
H -4.799 -3.757 5.653 0.39
H -3.053 -2.105 6.232 0.42
H -1.616 -1.144 4.469 0.64
H -1.285 -4.489 1.996 0.48
H 0.264 -5.804 0.562 0.43
H 1.634 -4.617 -1.156 0.39
H 1.500 -2.126 -1.261 0.40
N 4.224 5.918 5.126 -0.56
C 3.730 4.636 4.945 1.10
C 2.382 4.437 4.624 -0.76
C 1.877 3.161 4.491 -0.36
C 2.703 2.059 4.677 -0.39
C 4.039 2.244 4.990 -0.34
C 4.551 3.524 5.126 -0.67
S 2.046 0.435 4.454 1.12
O 3.092 -0.492 4.823 -0.70
O 0.785 0.375 5.150 -0.73
N 1.693 0.356 2.897 -0.23
C 2.595 0.141 1.959 0.50
S 4.313 -0.100 2.112 -0.04
C 4.456 -0.275 0.393 -0.47
C 3.247 -0.167 -0.191 -0.69
N 2.206 0.072 0.668 -0.38
H 3.700 6.666 4.704 0.22
H 5.221 6.030 5.054 0.22
H 1.737 5.295 4.480 0.27
H 0.836 3.008 4.235 0.37
H 4.672 1.380 5.136 0.52
H 5.596 3.664 5.378 0.28
H 5.404 -0.455 -0.082 0.41
H 3.052 -0.235 -1.250 0.56
```

Lowest unoccupied orbital energy, eV: -0.9
Net charge: 0
Gap between HOMO and LUMO, eV: 6.511

=====

Record 7
ORCA calculation (ωB97M-V/def2-TZVPD) on the ion C3H3N2O3S with charge -1 in a non-equilibrium geometry.

```
12
Properties=species:S:1:pos:R:3:mulliken_charge:R:1
C -2.226 0.216 -0.072 -0.29
C -1.819 -1.060 -0.304 -0.25
C -0.137 0.180 0.211 0.33
N -1.185 1.027 0.239 -0.57
N 1.117 0.400 0.576 -0.27
O 3.538 -0.469 0.973 -0.60
O 3.038 0.978 -1.014 -0.62
O -0.489 -1.100 -0.165 -0.29
S 2.687 -0.294 -0.263 0.58
H -3.263 0.702 -0.146 0.33
H -2.294 -2.040 -0.742 0.29
H 1.033 1.460 0.705 0.35
```

<S²>: 2.012
Multiplicity: 3
Lowest unoccupied orbital energy (alpha / beta), eV: 3.9 / 2.2
Net charge: -1
Gap between HOMO and LUMO (alpha / beta), eV: 4.219 / 7.306

=====

Record 8
ORCA calculation (ωB97M-V/def2-TZVPD) on a structure of composition CH30InO18 in a non-equilibrium geometry.

```
50
Properties=species:S:1:pos:R:3:mulliken_charge:R:1
In 1.586 1.102 -1.306 1.42
C 0.219 -0.172 0.308 -0.43
O 0.053 -0.141 -1.051 0.69
O -0.811 -0.174 1.047 1.05
O 1.296 0.368 0.524 -0.83
O 0.341 -2.468 -3.512 -0.75
H 0.625 -3.310 -3.142 0.36
H -0.322 -2.188 -2.882 0.34
O -0.894 -1.678 3.176 -0.77
H -0.832 -1.064 2.426 0.23
H -0.891 -2.579 2.780 0.36
O -2.143 -0.533 -2.577 -0.66
H -2.912 0.046 -2.464 0.27
H -1.464 -0.439 -1.876 0.27
O -2.575 -1.747 0.116 -0.67
H -3.184 -2.021 0.811 0.34
H -1.960 -1.104 0.490 0.18
O 1.745 -1.731 2.160 -0.79
H 0.998 -1.740 2.764 0.48
H 1.556 -0.929 1.643 0.16
O 0.158 1.213 -3.267 -0.41
H 0.020 2.122 -3.557 0.26
H 0.080 0.736 -4.090 0.24
O 1.017 2.153 2.463 -0.71
H 1.273 1.737 3.321 0.37
H 1.081 1.424 1.855 0.32
O -2.515 1.317 -0.539 -0.65
H -3.166 1.578 0.100 0.31
H -1.824 0.862 -0.043 0.02
O -2.136 1.281 2.603 -0.80
H -1.551 0.792 1.998 0.25
H -1.697 1.427 3.466 0.31
O -3.869 -0.627 2.436 -0.69
H -3.480 -1.309 3.023 0.30
H -3.241 0.063 2.650 0.36
O 2.111 -0.532 -2.590 -0.51
H 1.438 -1.064 -3.028 0.27
H 2.724 -1.243 -2.340 0.35
O 2.586 2.883 -0.035 -0.50
H 3.100 2.790 0.770 0.30
H 2.202 3.733 0.060 0.28
O 1.724 -2.955 -0.400 -0.68
H 0.842 -2.619 -0.649 0.29
H 1.736 -2.970 0.552 0.36
O -0.012 2.667 -0.977 -0.48
H -0.426 3.172 -1.612 0.22
H -0.519 2.877 -0.174 0.26
O 3.605 0.469 -0.614 -0.38
H 4.466 0.654 -0.917 0.23
H 3.841 -0.126 0.100 0.26
```

Lowest unoccupied orbital energy, eV: -5.6
Net charge: +1
Gap between HOMO and LUMO, eV: 6.524